Here is a structure of composition C33H42FIN2NbO3P2 at a distorted geometry from the Open Molecules 2025 dataset. Energies are from ωB97M-V/def2-TZVPD.

Results
net charge = -1
electronic energy = -2755.1576 Eh
E_HOMO = -4.30 eV
HOMO-LUMO gap = 6.174 eV

Positions of all 85 atoms, in Å:
H -3.561 0.034 1.752
C 7.057 -7.790 -0.158
C -7.934 0.912 5.511
H 4.069 4.281 -0.393
H 0.727 0.340 -0.012
H -8.396 1.812 2.282
H -2.226 3.041 -0.976
C 6.885 -6.537 0.416
C 6.655 -2.273 -2.065
C 5.843 -5.752 -1.603
H -9.155 -0.482 6.590
C -8.992 0.024 5.647
P 0.761 -1.138 1.671
O 0.509 -2.736 1.427
H -1.828 0.923 0.245
C -4.194 3.319 -0.168
H 3.280 -2.401 -1.973
H 7.860 -2.512 -3.824
H -5.708 1.231 2.024
C -8.565 1.312 3.227
O 2.181 4.288 1.432
H 6.511 -0.270 0.532
C 6.281 -5.518 -0.307
O 6.467 0.382 1.254
H 3.628 -2.792 -4.399
P 5.742 -0.383 2.554
H 4.128 2.646 -0.330
H 1.694 1.437 1.690
C -7.722 1.557 4.301
H 0.374 -2.986 0.498
C -5.173 2.810 0.674
H 3.081 -0.966 4.261
C 5.368 -2.246 -1.547
H -4.369 4.243 -0.703
H 5.366 -4.959 -2.166
H 5.921 -2.843 -5.320
H -7.273 1.099 6.347
C 4.279 -2.429 -2.387
H -6.504 3.020 -2.983
H -4.074 3.371 -3.166
H 2.044 1.554 3.393
C -9.838 -0.218 4.574
C 5.766 -2.675 -4.261
C -4.260 5.141 -4.365
H 3.551 -0.539 0.590
H -10.663 -0.910 4.681
H 4.485 2.006 1.666
C -6.506 5.827 -4.878
N 0.180 -0.507 0.157
C 6.618 -8.025 -1.453
C -3.742 0.953 1.210
H 5.195 -2.078 -0.491
N 3.521 3.449 -0.198
C 3.567 2.433 2.082
H -10.281 0.235 2.525
I 6.232 1.291 4.263
H -3.191 5.296 -4.440
C 4.478 -2.645 -3.743
C -6.123 3.863 -3.546
H 0.462 -1.143 -0.587
C -6.999 4.748 -4.159
C -4.754 4.060 -3.649
C 3.021 3.471 1.126
H 7.506 -2.136 -1.409
C -2.992 2.642 -0.322
C -9.624 0.426 3.363
Nb 3.190 -0.779 2.411
H -6.896 2.250 4.194
H -6.112 3.337 0.792
H 5.660 -7.191 -3.181
C 2.521 1.340 2.420
C -4.945 1.627 1.364
H -7.189 6.517 -5.357
C 6.008 -7.007 -2.172
H 7.216 -6.354 1.429
H 7.529 -8.583 0.408
F 3.499 -2.637 2.132
H -4.751 6.867 -5.541
C 6.855 -2.487 -3.422
H 6.749 -9.003 -1.900
H -8.068 4.596 -4.075
C -2.763 1.456 0.364
H 6.141 -4.544 0.144
H 3.844 2.984 2.993
C -5.136 6.024 -4.981

Here is a cluster of 7 separate species, C23H65N7O8 in total at a distorted geometry from the Open Molecules 2025 dataset. Energies are from ωB97M-V/def2-TZVPD.

Results
electronic energy = -1900.3881 Eh
SMILES = COC[C@H](C)N.COC[C@H](C)N.COC[C@H](C)N.COC[C@H](C)N.COC[C@H](C)N.NC(N)=O.OCCO
E_HOMO = -8.91 eV
HOMO-LUMO gap = 9.349 eV

Positions of all 103 atoms, in Å:
H 1.883 6.357 -1.336
H 6.208 2.646 1.911
H 1.738 -0.429 -3.740
O 2.143 2.815 -2.766
H 2.195 3.038 3.115
H -0.771 -4.228 2.529
H 0.148 -6.339 -2.417
H 0.391 1.921 2.025
O 4.718 2.207 3.282
N 1.076 -1.015 -3.252
C -2.557 2.767 1.076
H 3.866 2.261 1.383
C -2.857 -3.785 2.670
C -0.280 -0.905 -5.191
C 0.504 -1.641 0.377
H 0.771 5.142 0.861
O -3.933 2.910 1.250
H 0.886 -0.646 -1.259
C -0.232 -0.625 -3.736
H 3.996 2.111 -2.845
H -3.761 -4.387 2.760
H -2.069 3.289 1.899
H -3.146 0.355 2.343
H 1.408 2.112 -1.005
H -2.323 -6.289 -1.149
H -2.146 -2.889 1.051
H 3.813 0.686 2.300
H 1.234 0.182 0.271
H 1.233 -1.954 -3.590
H -1.100 -1.146 -3.332
H 0.837 1.470 4.230
H 0.550 4.386 -1.448
H -2.056 -4.890 -3.074
H -1.242 -0.552 -5.565
H -1.659 -5.372 1.657
H -1.100 -2.746 -7.332
H -5.431 4.427 1.601
H -0.463 1.006 -2.285
H -2.985 0.845 -1.118
H -0.012 -3.454 -1.618
H 0.223 1.580 -3.843
H -1.025 1.314 0.846
C 3.721 1.772 2.346
H 1.466 2.606 1.077
N 1.448 4.484 0.503
C 1.528 4.316 -0.970
H 3.408 5.404 -1.149
C -2.107 1.230 0.952
H -2.079 -0.480 -0.505
C -0.139 -2.749 -6.818
H 0.699 -0.394 1.949
H -0.266 -1.812 2.207
H -2.924 -3.149 4.765
C -1.727 -4.753 2.552
C -4.353 4.290 1.517
H 2.572 1.246 4.754
C -1.538 -4.603 -2.158
O -0.559 -6.840 -2.005
H -3.910 4.643 2.449
C 3.018 1.809 -3.217
H 2.260 4.909 0.927
H -1.720 -0.339 2.318
H 2.897 0.777 -2.885
C -2.709 0.351 -0.187
H -1.793 -5.358 3.456
H -3.746 -2.472 1.283
C 2.393 5.417 -1.547
H 0.455 -0.326 -5.750
H -0.739 -5.591 -0.449
O 0.204 -2.687 -0.122
H 0.623 -2.215 -7.387
C -1.216 -1.203 4.782
C -0.444 0.862 -3.365
H 0.202 -3.781 -6.741
O -0.212 -3.997 -2.385
N -3.063 -3.215 1.323
H 6.195 0.949 2.629
O -0.205 -2.309 -5.479
H 3.157 1.835 -4.298
N 0.205 -1.188 1.567
C -1.333 -5.866 -1.321
H -4.036 4.959 0.718
C 1.830 1.104 3.968
N -2.164 0.565 2.243
N 1.336 1.810 1.685
C -2.800 -2.710 3.775
H 6.790 2.332 3.455
O -1.655 -1.881 3.598
H -0.305 -0.612 4.683
H -1.436 1.213 -3.648
C 6.002 2.012 2.774
C 2.293 1.992 2.825
H 3.004 2.813 -0.892
C 2.037 2.918 -1.383
H 1.869 0.050 3.694
H -2.112 -3.835 -1.640
N 1.027 -0.653 -0.259
H 2.441 5.387 -2.636
H -0.855 -1.956 5.483
H -2.048 -0.689 5.263
H -2.260 3.224 0.133
H -3.694 -2.089 3.728
H -3.607 -0.059 0.275